Computed, not measured: C37H77Br3Cl10NO4P as an isolated structure at a distorted geometry, with ωB97M-V with the def2-TZVPD basis set.

Geometry as XYZ:
```
133
Properties=species:S:1:pos:R:3:forces:R:3
C 2.856 7.416 -3.355 0.4189 0.3185 -0.4289
C 3.671 6.122 -3.329 -0.9764 0.2103 0.8026
C 2.722 4.907 -3.269 1.0852 -0.3061 0.4856
C 3.433 3.547 -3.415 -0.7022 0.4349 -0.5783
P 2.531 2.177 -2.587 0.7528 0.7864 -1.1780
C 2.852 2.336 -0.805 -0.2370 -2.6793 -0.3543
C 4.235 2.495 -0.162 0.0342 1.6960 -0.5401
C 4.665 3.987 -0.144 -0.4715 -0.6156 0.1688
C 6.084 4.249 -0.540 1.1462 -0.6877 -0.8134
C 3.298 0.677 -3.277 0.1573 -0.4737 0.4963
C 2.450 -0.608 -3.134 0.6720 -0.3845 1.1247
C 3.293 -1.880 -3.307 0.4121 0.0527 -1.1949
C 2.489 -3.181 -3.280 -0.1811 0.7611 -0.6009
C 0.764 2.195 -3.057 0.1333 0.9722 0.3409
C 0.364 2.241 -4.558 0.5185 -0.5429 1.0479
C -1.097 1.852 -4.687 -0.3836 -0.9066 -0.0183
C -1.502 1.732 -6.140 0.6129 0.3143 0.1547
H 2.148 7.418 -2.526 -0.2941 0.0723 -0.2606
H 2.392 7.575 -4.331 -0.5012 -0.2611 0.1799
H 3.475 8.310 -3.250 0.2335 -0.1691 0.2616
H 4.098 6.100 -2.323 0.9787 0.0802 -0.3896
H 4.404 6.129 -4.133 0.1233 -0.3464 0.1227
H 1.944 4.972 -4.029 -0.3838 0.0649 0.4275
H 2.402 4.895 -2.222 -1.0664 0.4403 -0.2972
H 4.423 3.588 -2.955 0.1202 -0.1251 -0.2296
H 3.477 3.412 -4.498 0.5129 -0.6523 0.0954
H 2.697 1.264 -0.593 -0.9718 0.0039 0.2331
H 1.987 2.798 -0.330 0.2178 0.2273 0.1745
H 5.040 1.923 -0.628 -0.3430 -0.2950 -0.3123
H 4.118 2.092 0.843 0.1493 0.0767 0.0363
H 4.467 4.360 0.862 -0.0876 0.3550 -0.1749
H 4.038 4.495 -0.877 -0.2134 0.3124 0.4055
H 6.284 4.052 -1.602 -0.5827 0.3881 -0.2499
H 6.786 3.496 -0.166 0.0041 0.4422 0.9175
H 6.390 5.275 -0.347 0.2298 -0.1440 0.1959
H 4.266 0.563 -2.777 -0.1175 -0.0867 0.3764
H 3.623 0.829 -4.309 -0.4822 0.2510 -0.1578
H 1.600 -0.569 -3.815 0.0554 -0.1969 -0.1435
H 2.035 -0.722 -2.126 -0.2630 0.6223 0.0779
H 4.152 -2.000 -2.641 -0.3987 0.5843 0.6736
H 3.828 -1.765 -4.259 -0.2370 -0.3412 -0.2971
H 1.814 -3.206 -2.426 0.2687 -0.1994 0.1647
H 3.196 -4.008 -3.302 -0.3138 -0.2515 0.1630
H 1.834 -3.228 -4.153 0.1253 -0.1559 -0.1220
H 0.365 3.111 -2.612 -0.0617 -0.1631 0.3918
H 0.330 1.350 -2.512 -0.0830 0.0226 0.1037
H 0.966 1.468 -5.043 -0.0626 0.1764 -0.5084
H 0.551 3.216 -5.010 0.2328 -0.0268 0.0224
H -1.821 2.523 -4.220 0.4254 0.1350 0.4558
H -1.201 0.872 -4.213 -0.1500 0.1006 0.1767
H -1.492 2.765 -6.497 -0.2650 -0.2454 -0.6652
H -2.469 1.251 -6.265 -0.0514 0.1786 -0.0710
H -0.733 1.148 -6.650 -0.1920 0.0388 -0.3423
C -2.429 -3.685 6.743 1.0102 -0.6680 0.8495
C -1.467 -3.121 5.698 -1.9662 0.1878 -0.7272
C -1.489 -1.589 5.660 0.0356 -0.6122 0.3763
C -0.615 -1.102 4.530 -0.7705 1.2000 -0.3883
N -0.639 0.459 4.462 1.5324 -1.6621 0.7042
C 0.274 0.886 3.292 -0.1816 -0.8165 1.6212
C 0.755 2.247 3.704 0.8155 0.8047 -0.6356
C 0.648 2.367 5.228 -1.4466 -0.4748 0.2967
C 0.045 0.976 5.690 0.7053 2.7480 -0.5254
C -1.982 1.029 4.251 -0.6600 0.3544 0.6491
H -2.357 -4.775 6.762 0.0385 -0.0477 -0.1005
H -3.492 -3.481 6.641 0.1353 0.5305 -0.2619
H -2.071 -3.371 7.728 -0.3657 0.0903 0.1437
H -1.937 -3.389 4.745 0.4819 -0.3047 -0.2573
H -0.494 -3.605 5.743 0.1158 0.2981 0.1599
H -1.233 -1.178 6.642 0.4967 0.0266 -0.0592
H -2.535 -1.292 5.550 0.0107 0.0028 -0.4303
H -0.936 -1.380 3.519 -0.5416 -0.0859 0.5141
H 0.412 -1.459 4.609 0.1930 0.4873 0.4027
H -0.288 0.715 2.372 0.2270 0.3611 0.0845
H 1.084 0.178 3.424 0.2653 -0.1367 -0.5682
H 0.200 3.012 3.159 -0.0308 0.1662 0.2866
H 1.798 2.345 3.397 -0.0199 0.0670 -0.1405
H -0.065 3.150 5.491 -0.0463 0.0379 -0.0899
H 1.539 2.614 5.802 0.2955 -0.2112 -0.3532
H -0.638 1.207 6.502 -0.1945 -0.6809 -0.0014
H 0.917 0.422 6.025 -0.4719 -0.8765 -0.2311
H -2.434 0.461 3.438 0.1414 0.3480 0.1103
H -1.885 2.084 4.006 0.2622 -0.2706 -0.1187
H -2.614 1.010 5.138 0.2962 -0.4078 0.3383
O 0.396 0.638 -0.088 -0.1403 -0.5325 0.5640
C -0.359 -0.530 -0.070 -0.1886 0.6484 -0.7064
C -1.000 -1.119 1.240 0.6841 -0.4036 0.5902
O -1.859 -0.429 2.075 0.0234 -0.3869 -2.1896
H 0.229 -1.370 -0.496 0.2565 -0.5681 0.2960
H -1.156 -0.486 -0.843 -0.5736 0.2416 0.0053
H -0.102 -1.466 1.816 0.4349 0.2555 0.1647
H -1.372 -2.136 0.987 -0.4789 -0.0064 -0.6455
O -3.305 -5.599 -5.200 -0.2144 0.3252 0.2011
C -3.232 -5.479 -4.009 1.2566 -0.8460 -0.2104
O -3.379 -4.323 -3.363 -0.8384 1.8316 0.4200
C -3.538 -4.455 -1.922 0.0363 -1.9874 -0.4156
C -2.819 -5.800 -1.696 0.8568 0.3123 0.9797
C -2.861 -6.561 -3.013 -0.6200 0.6109 0.7355
H -4.593 -4.526 -1.653 -0.1228 0.2402 -0.2891
H -3.081 -3.643 -1.364 0.1243 0.1759 -0.4179
H -3.074 -6.397 -0.820 -0.5576 0.2360 -0.0497
H -1.777 -5.532 -1.501 0.0797 -0.0775 -0.0924
H -3.672 -7.287 -3.081 0.3610 -0.3877 0.1495
H -1.858 -6.965 -3.115 -0.3168 -0.4163 -0.9030
C -2.306 2.511 0.583 0.7157 -0.0653 0.3050
Cl -3.367 3.085 -0.700 -0.1702 -0.2245 -0.1573
Cl -2.709 3.308 2.130 -0.0663 0.2782 -0.4588
H -2.324 1.432 0.747 -0.3999 -0.0371 -0.0031
H -1.282 2.754 0.315 -0.0421 0.0990 0.0658
C -4.772 -3.541 2.319 0.8071 -0.2808 -0.1500
Cl -4.505 -5.200 1.742 0.0256 -0.2405 -0.1318
Cl -5.020 -3.554 4.088 -0.1733 0.3451 -0.7469
H -3.846 -3.012 2.085 -0.1942 0.1528 0.3339
H -5.583 -3.149 1.711 -0.3358 0.1579 0.6362
C -0.044 -5.072 2.040 0.2567 -0.2148 0.3694
Cl 0.733 -5.140 3.659 -0.2249 0.1828 -0.5012
Cl 0.025 -6.688 1.301 -0.2014 0.2750 -0.0840
H -1.071 -4.740 2.157 -0.0187 -0.2265 0.0600
H 0.505 -4.388 1.403 0.0606 0.0087 0.1634
C -4.016 -0.631 -1.792 -0.0432 0.0695 -0.3701
Cl -3.943 0.442 -3.204 -0.1474 -0.1405 -0.0950
Cl -5.679 -1.193 -1.462 0.4539 0.2321 0.0875
H -3.422 -1.509 -2.015 0.0647 0.0800 0.0574
H -3.600 -0.045 -0.979 -0.2302 -0.2684 0.2909
C -5.426 0.015 1.852 -0.4378 -0.7469 -0.3123
Cl -5.180 0.701 3.445 0.0855 0.1452 -0.0740
Cl -7.101 -0.595 1.710 -0.1494 0.0543 -0.0171
H -5.279 0.724 1.043 0.0974 0.2402 0.2788
H -4.808 -0.866 1.705 0.3403 0.3741 0.2021
C 3.095 -1.894 1.033 -0.2442 0.0924 -0.1360
Br 2.888 -2.076 2.967 0.2767 0.2723 -0.7900
Br 2.779 -3.579 0.181 0.5411 -0.4461 0.0072
Br 4.801 -1.057 0.499 -0.7784 -0.4671 0.3259
H 2.279 -1.327 0.585 0.1599 0.7152 0.6610
```
Positions in Å, forces in eV/Å.

Largest force on an atom in eV Å⁻¹: 2.885
HOMO in hartree: -0.2375
Relative energy (zero: lowest compared OMol25 entry of this formula, charge and spin) in kcal per mole: 0.0
Orbital gap in eV: 6.07
Energy in Eh: -14476.80379



Computed, not measured: a 14-piece molecular cluster, C37H79BCl2F4N2O22 overall at a distorted geometry, with ωB97M-V with the def2-TZVPD basis set.

Geometry as XYZ:
```
147
Properties=species:S:1:pos:R:3:forces:R:3
C -17.995 8.833 -22.769 -0.1407 0.1741 0.4730
C -18.217 7.335 -22.478 -0.6591 0.8342 -0.4508
N -17.731 6.895 -21.189 3.4961 -1.1176 2.2589
C -18.382 6.880 -19.987 -0.5001 -1.2585 1.5632
C -17.551 6.396 -18.954 0.4376 0.5767 -2.6588
N -16.313 6.205 -19.571 -3.0404 1.4696 -2.8698
C -16.441 6.478 -20.897 -0.8518 1.1447 0.5194
C -15.179 5.588 -19.003 0.4672 -1.2402 0.2639
H -18.428 9.544 -22.066 -0.4767 -0.4362 0.3850
H -18.431 9.084 -23.736 0.2366 -0.1384 -0.2037
H -16.951 9.141 -22.702 0.2022 -0.4749 -0.4900
H -17.800 6.753 -23.299 0.4047 -0.2107 0.4145
H -19.269 7.048 -22.464 -0.2098 0.3651 -0.1401
H -19.456 6.994 -19.989 0.1351 0.2915 0.2917
H -17.607 6.125 -17.910 -0.5982 0.4417 -0.1138
H -15.611 6.649 -21.566 0.0471 -0.3949 -0.1158
H -15.339 5.627 -17.926 0.8520 0.2918 -0.0164
H -14.270 6.027 -19.416 -0.0479 0.1691 0.7033
H -15.233 4.556 -19.351 0.3530 -0.2168 0.2353
C -11.759 10.016 -19.497 -5.3690 -2.3322 1.6228
C -10.579 9.942 -18.762 2.2818 1.8728 -3.8271
C -10.462 9.058 -17.544 2.2155 -2.4077 3.1330
O -9.364 8.775 -16.885 -1.7350 1.9023 -2.3946
C -11.588 8.327 -17.103 -0.1934 0.8595 -1.2800
C -12.841 8.350 -17.757 -0.5233 0.2595 0.3272
C -12.984 9.393 -19.000 2.9844 -0.2682 0.9952
O -14.128 9.537 -19.489 -0.9175 0.1252 -0.6483
O -13.824 7.645 -17.427 0.7236 0.7787 -0.9759
O -9.657 10.563 -19.408 0.3287 -1.1384 2.6315
H -11.936 10.533 -20.428 0.7206 0.5194 0.0391
H -11.356 7.672 -16.276 -0.4080 -0.0920 0.0713
B -17.502 6.759 -15.338 2.0087 4.2366 0.5651
F -18.490 7.368 -16.069 -1.6799 -0.9050 -1.1984
F -16.361 6.570 -16.060 0.7069 -1.5239 -1.7777
F -17.123 7.732 -14.425 0.0810 1.0180 1.7599
F -17.862 5.687 -14.630 -1.0836 -3.0097 1.3099
C -21.512 10.096 -22.313 1.2620 0.8167 1.2548
C -21.319 9.612 -20.817 -1.8086 0.0739 -0.5738
C -21.670 10.872 -19.970 0.8817 -0.7754 -2.4021
O -21.350 11.982 -20.853 0.3043 0.2917 -0.3812
C -21.094 11.601 -22.266 -0.3736 -1.2724 2.1088
H -22.555 10.155 -22.626 -0.0175 -0.8231 0.1227
H -20.888 9.481 -22.961 -0.3304 0.1891 -0.3242
H -20.398 9.098 -20.540 0.5388 0.8526 -0.3890
H -22.042 8.817 -20.632 -0.3852 0.0068 0.0559
H -21.047 10.816 -19.077 -0.1836 0.7423 0.0907
H -22.744 10.953 -19.806 0.0221 -0.2507 0.5187
H -20.039 11.792 -22.461 -0.0304 -0.0308 -0.1410
H -21.751 12.187 -22.909 0.2086 0.1961 0.0659
C -15.193 0.859 -17.344 0.5425 0.2482 0.6022
C -15.183 2.383 -17.172 0.3146 0.0455 0.5364
C -15.538 2.530 -15.660 -0.6974 0.8550 -1.5111
O -14.932 1.438 -15.053 0.5056 -1.1994 0.7194
C -14.520 0.447 -16.008 -1.3125 0.1022 0.4436
H -14.700 0.400 -18.201 0.3384 0.4703 -0.1448
H -16.234 0.551 -17.440 -0.0688 -0.3466 0.5350
H -15.858 2.909 -17.847 0.1262 0.0485 0.1269
H -14.155 2.731 -17.268 -0.0698 0.2062 -0.4297
H -16.620 2.546 -15.531 -0.3238 -0.4529 0.0456
H -15.224 3.459 -15.185 0.5143 0.0344 -0.2246
H -14.886 -0.524 -15.676 -0.1194 -0.1458 0.1399
H -13.434 0.403 -15.922 0.2101 0.1009 -0.8606
C -19.621 2.531 -14.524 -2.3734 0.4819 1.0847
C -20.379 3.746 -15.155 3.0446 -1.7277 -0.6000
O -19.451 4.338 -16.063 -1.7008 -0.6900 -1.5389
O -18.657 2.911 -13.615 0.9742 0.1318 0.6132
H -19.293 1.720 -15.174 0.4072 0.6409 -0.9269
H -20.409 2.011 -13.977 -0.3483 -0.2389 0.6266
H -20.723 4.507 -14.454 -0.2364 -0.4015 0.3611
H -21.170 3.172 -15.638 -0.4161 1.0115 -0.7446
H -18.731 4.815 -15.644 -0.2200 0.1295 0.6804
H -18.445 3.831 -13.787 0.4179 0.2160 0.0504
C -11.734 3.384 -16.235 -1.1413 -0.5638 0.3942
C -12.412 4.763 -16.206 1.4771 -1.4859 0.3635
O -12.659 5.072 -14.816 -1.1320 -0.2598 -0.8901
O -10.443 3.493 -15.775 2.7107 0.2714 0.7605
H -11.632 2.830 -17.168 -0.5256 0.6256 -0.7278
H -12.315 2.714 -15.602 -0.2819 -0.0469 0.2849
H -13.297 4.617 -16.825 -0.4716 0.9397 0.6571
H -11.699 5.439 -16.680 -0.4025 0.4409 0.0255
H -11.894 5.344 -14.305 0.3629 0.1104 -0.7814
H -10.250 3.134 -14.906 -0.5914 0.0096 -0.0901
C -15.757 11.825 -21.712 -1.0619 0.9439 1.0809
C -15.294 13.041 -20.827 -0.6756 -0.9113 -2.1509
O -14.239 12.702 -20.058 1.6814 0.3277 1.5054
O -16.289 10.771 -20.883 0.3709 0.5542 -0.6438
H -14.995 11.461 -22.402 0.1750 0.0195 0.2168
H -16.627 12.179 -22.265 0.0147 0.0359 -0.4612
H -16.153 13.511 -20.348 -0.3823 -0.5062 0.7442
H -14.933 13.865 -21.443 0.0335 -0.0295 -0.7033
H -14.258 11.810 -19.705 -0.3505 -0.5631 0.1158
H -15.674 10.035 -20.846 0.6201 0.0214 0.2410
C -12.802 2.244 -20.923 -0.7191 0.4465 -1.4415
C -13.696 1.972 -22.126 0.1134 -0.8806 0.1278
O -13.160 2.467 -23.345 -0.5390 0.9407 -0.2991
O -13.004 3.508 -20.403 -0.4037 0.2108 1.4875
H -11.810 2.169 -21.367 0.7429 -0.5428 0.6381
H -13.052 1.526 -20.142 0.4980 -0.0673 0.0466
H -14.678 2.396 -21.915 0.0141 0.2417 -0.4477
H -13.814 0.902 -22.299 -0.1595 -0.3384 0.4379
H -12.212 2.324 -23.394 0.0135 -0.1161 0.1796
H -12.840 4.244 -20.996 0.3107 0.2324 -0.7842
C -21.414 7.493 -25.763 0.4627 -0.0792 -0.1475
C -21.353 8.692 -26.641 -0.6428 1.8933 0.0595
O -21.910 9.923 -25.943 0.9056 -2.1752 -1.1941
O -22.724 7.121 -25.470 -0.9394 1.0047 -0.1290
H -20.857 7.794 -24.876 0.2220 -0.5072 0.3330
H -20.989 6.632 -26.279 0.8719 0.0887 -0.0193
H -21.900 8.532 -27.570 -0.1778 0.0906 -0.0393
H -20.318 8.916 -26.898 0.0158 0.0728 0.1326
H -22.676 9.503 -25.545 -0.4993 0.2699 0.4241
H -22.683 6.518 -24.724 -0.2353 -0.6026 0.5337
C -17.139 9.986 -16.649 -0.7798 1.0486 -1.5532
C -17.984 10.795 -17.726 0.4266 -1.6476 0.4565
O -18.118 10.128 -18.993 -0.3410 -0.1106 0.8227
O -15.776 10.231 -16.760 0.7578 0.7830 0.3620
H -17.354 8.919 -16.707 -0.2118 0.3590 -0.0399
H -17.474 10.396 -15.697 0.1761 -0.2504 0.2770
H -17.547 11.770 -17.941 0.0284 0.2571 0.5194
H -18.977 10.864 -17.281 -0.2545 0.2833 -0.2990
H -17.246 10.186 -19.389 0.0478 0.1355 -0.4192
H -15.388 9.841 -17.546 0.0370 -0.5406 -0.2192
C -12.613 8.137 -22.404 0.2941 -0.3318 1.8813
C -12.062 6.989 -21.490 0.3753 0.4614 -2.7083
O -12.266 5.690 -22.177 -0.6254 0.2835 1.0261
O -13.904 8.446 -21.941 -1.1256 -0.4519 -2.0434
H -12.638 7.867 -23.460 -0.1393 -0.1477 0.0580
H -11.958 8.994 -22.252 0.1483 0.1560 -0.1824
H -12.642 7.114 -20.575 0.4437 -0.7907 0.1966
H -10.988 7.150 -21.400 -0.0726 -0.1520 0.6631
H -11.443 5.352 -22.536 0.1362 0.3633 0.1703
H -13.922 8.829 -21.062 0.4161 0.5496 1.0765
C -14.979 5.632 -24.992 1.9131 -1.0690 -2.4221
C -14.854 4.597 -26.156 -0.3408 1.6030 -0.2941
O -14.382 3.336 -25.827 0.0848 -0.8870 -0.1008
O -15.890 5.227 -24.078 -1.8802 -0.3650 1.9990
H -15.238 6.595 -25.432 -0.0869 0.1737 0.0283
H -14.006 5.697 -24.506 0.2785 0.2942 0.0409
H -14.252 4.974 -26.982 0.6366 0.4098 0.2316
H -15.814 4.538 -26.668 -0.6573 -0.3404 0.3695
H -14.245 3.185 -24.888 0.1915 0.1926 0.4061
H -16.261 4.363 -24.273 -0.1212 -0.0296 -0.1697
C -20.347 3.714 -24.581 -0.3351 -0.5596 -0.9233
Cl -19.213 3.336 -25.914 0.4322 0.1902 -0.3689
Cl -19.547 4.169 -23.137 0.8741 0.2147 1.3564
H -20.953 4.574 -24.864 -0.4063 -0.3976 -0.2694
H -20.854 2.757 -24.452 -0.4502 0.4945 0.2392
```
Positions in Å, forces in eV/Å.

Largest force on an atom in eV Å⁻¹: 6.074
HOMO (alpha / beta) in hartree: 0.0859 / -0.0048
Net charge: -3
Multiplicity: 2
Orbital gap (alpha / beta) in eV: 2.17 / 4.63
Energy in Eh: -4566.56717